(w)
Here is a molecular structure, C52H39AsN6O5Pb from the OMol25 dataset. Energies are from ωB97M-V with the def2-TZVPD basis set.

Geometry (Å):
Pb1 1.150 0.285 -0.100
O1 0.275 -0.842 4.560
C1 1.457 -1.425 4.859
C2 1.674 -1.793 6.189
C3 2.856 -2.402 6.560
C4 3.845 -2.655 5.613
C5 3.625 -2.300 4.297
C6 2.440 -1.686 3.893
C7 2.209 -1.371 2.454
O2 1.125 -0.716 2.146
N1 3.104 -1.803 1.612
N2 2.813 -1.472 0.287
C8 3.488 -2.159 -0.562
C9 3.393 -2.127 -1.998
C10 4.201 -3.044 -2.692
C11 4.182 -3.148 -4.063
C12 3.323 -2.307 -4.779
C13 2.521 -1.398 -4.134
C14 2.529 -1.264 -2.722
O3 1.770 -0.373 -2.171
H1 0.326 -0.642 3.589
H2 0.895 -1.584 6.910
H3 3.011 -2.680 7.596
H4 4.775 -3.123 5.904
H5 4.370 -2.494 3.538
H6 4.191 -2.882 -0.142
H7 4.855 -3.687 -2.113
H8 4.815 -3.859 -4.574
H9 3.292 -2.368 -5.861
H10 1.862 -0.741 -4.686
C15 -11.530 7.748 0.158
O4 -10.270 8.271 0.534
C16 -9.179 7.485 0.352
C17 -9.214 6.205 -0.187
C18 -8.030 5.492 -0.326
C19 -6.812 6.033 0.057
C20 -6.794 7.321 0.602
C21 -7.959 8.038 0.748
C22 -5.550 5.305 -0.080
N3 -4.417 5.650 0.485
C23 -3.511 4.701 0.085
C24 -4.103 3.772 -0.735
N4 -5.417 4.167 -0.833
C25 -3.401 2.672 -1.314
C26 -3.969 1.727 -2.179
C27 -3.179 0.729 -2.689
C28 -1.832 0.683 -2.311
N5 -1.283 1.550 -1.487
C29 -2.034 2.546 -0.993
C30 -1.390 3.519 -0.102
N6 -0.089 3.338 0.178
C31 0.512 4.214 0.953
C32 -0.127 5.334 1.504
C33 -1.458 5.524 1.238
C34 -2.121 4.601 0.419
H11 -12.258 8.520 0.390
H12 -11.768 6.844 0.725
H13 -11.565 7.527 -0.912
H14 -10.145 5.751 -0.492
H15 -8.088 4.486 -0.726
H16 -5.846 7.743 0.906
H17 -7.956 9.035 1.166
H18 -6.134 3.747 -1.396
H19 -5.017 1.790 -2.446
H20 -3.576 -0.014 -3.367
H21 -1.179 -0.097 -2.678
H22 1.558 4.024 1.167
H23 0.428 6.019 2.129
H24 -2.013 6.363 1.637
O5 -0.543 -1.261 -0.409
As1 -1.234 -2.212 0.781
C35 -2.611 -3.169 -0.164
C36 -2.521 -3.222 -1.549
C37 -3.476 -3.923 -2.272
C38 -4.517 -4.561 -1.613
C39 -4.606 -4.503 -0.228
C40 -3.652 -3.809 0.499
C41 -0.023 -3.517 1.465
C42 0.726 -4.199 0.510
C43 1.654 -5.138 0.922
C44 1.828 -5.394 2.277
C45 1.077 -4.713 3.222
C46 0.146 -3.765 2.818
C47 -2.062 -1.138 2.134
C48 -2.100 0.233 1.901
C49 -2.693 1.071 2.831
C50 -3.253 0.539 3.984
C51 -3.227 -0.830 4.207
C52 -2.634 -1.673 3.281
H25 -1.707 -2.712 -2.049
H26 -3.405 -3.973 -3.350
H27 -5.261 -5.105 -2.179
H28 -5.421 -4.998 0.283
H29 -3.731 -3.765 1.580
H30 0.609 -3.976 -0.545
H31 2.255 -5.659 0.188
H32 2.567 -6.115 2.598
H33 1.233 -4.890 4.278
H34 -0.407 -3.201 3.559
H35 -1.666 0.639 0.993
H36 -2.712 2.140 2.657
H37 -3.713 1.194 4.712
H38 -3.657 -1.241 5.110
H39 -2.603 -2.740 3.472

Calculated values
Charge = 0
E_LUMO = 0.0017 Eh

(x)
Here is a molecular structure, C52H39AsN6O5Pb from the OMol25 dataset. Energies are from ωB97M-V with the def2-TZVPD basis set.

Geometry (Å):
Pb1 1.156 -0.512 0.857
O1 5.017 -1.303 -1.669
C1 4.503 -1.904 -2.761
C2 5.349 -2.115 -3.849
C3 4.882 -2.753 -4.981
C4 3.565 -3.198 -5.049
C5 2.721 -2.970 -3.979
C6 3.160 -2.307 -2.833
C7 2.216 -2.006 -1.718
O2 2.723 -1.678 -0.576
N1 0.945 -2.081 -2.000
N2 0.148 -1.784 -0.895
C8 -1.043 -2.255 -0.967
C9 -2.076 -2.189 0.045
C10 -3.378 -2.511 -0.369
C11 -4.437 -2.559 0.508
C12 -4.182 -2.316 1.864
C13 -2.916 -2.021 2.306
C14 -1.814 -1.919 1.416
O3 -0.655 -1.573 1.876
H1 4.295 -1.346 -0.988
H2 6.375 -1.781 -3.772
H3 5.554 -2.918 -5.814
H4 3.207 -3.720 -5.926
H5 1.688 -3.288 -4.007
H6 -1.293 -2.781 -1.891
H7 -3.536 -2.732 -1.420
H8 -5.432 -2.801 0.163
H9 -4.994 -2.372 2.580
H10 -2.713 -1.841 3.354
C15 -3.002 10.889 8.836
O4 -1.755 10.735 8.185
C16 -1.581 9.643 7.398
C17 -0.333 9.530 6.783
C18 -0.057 8.459 5.965
C19 -1.018 7.470 5.736
C20 -2.254 7.592 6.352
C21 -2.548 8.667 7.181
C22 -0.682 6.345 4.858
N3 0.494 6.142 4.311
C23 0.354 4.985 3.584
C24 -0.920 4.489 3.690
N4 -1.583 5.373 4.509
C25 -1.378 3.328 2.992
C26 -2.708 2.885 2.975
C27 -3.045 1.822 2.179
C28 -2.044 1.225 1.407
N5 -0.782 1.600 1.428
C29 -0.428 2.633 2.220
C30 0.971 3.088 2.191
N6 1.855 2.336 1.517
C31 3.082 2.781 1.361
C32 3.527 4.001 1.886
C33 2.654 4.751 2.633
C34 1.342 4.293 2.807
H11 -2.932 11.809 9.409
H12 -3.200 10.054 9.514
H13 -3.817 10.973 8.112
H14 0.404 10.299 6.967
H15 0.908 8.365 5.488
H16 -3.024 6.843 6.208
H17 -3.520 8.727 7.646
H18 -2.536 5.311 4.818
H19 -3.460 3.385 3.572
H20 -4.057 1.445 2.129
H21 -2.294 0.408 0.742
H22 3.756 2.138 0.806
H23 4.543 4.327 1.712
H24 2.948 5.689 3.086
O5 1.430 0.867 -1.230
As1 0.688 1.384 -2.618
C35 -0.687 0.238 -3.289
C36 -0.394 -0.731 -4.240
C37 -1.394 -1.592 -4.665
C38 -2.671 -1.493 -4.133
C39 -2.962 -0.527 -3.179
C40 -1.969 0.346 -2.759
C41 -0.168 3.076 -2.311
C42 -0.913 3.753 -3.271
C43 -1.479 4.978 -2.957
C44 -1.306 5.523 -1.689
C45 -0.570 4.842 -0.732
C46 0.002 3.616 -1.046
C47 1.983 1.565 -4.010
C48 1.630 1.970 -5.294
C49 2.611 2.080 -6.266
C50 3.932 1.779 -5.956
C51 4.276 1.361 -4.680
C52 3.299 1.254 -3.699
H25 0.608 -0.825 -4.641
H26 -1.167 -2.353 -5.401
H27 -3.446 -2.173 -4.463
H28 -3.958 -0.452 -2.764
H29 -2.192 1.104 -2.015
H30 -1.071 3.329 -4.255
H31 -2.061 5.508 -3.699
H32 -1.750 6.480 -1.451
H33 -0.435 5.263 0.257
H34 0.580 3.057 -0.326
H35 0.598 2.178 -5.548
H36 2.345 2.393 -7.267
H37 4.694 1.860 -6.721
H38 5.300 1.106 -4.445
H39 3.550 0.911 -2.703

Calculated values
Charge = 0
E_LUMO = -0.0030 Eh

Sorted by energy, starting with the most stable: (w), (x).

(w)
Here is 2 unconnected molecules or ions with the total composition C4H9S from the OMol25 dataset. Energies are from ωB97M-V with the def2-TZVPD basis set.

Geometry (Å):
C1 1.080 -2.159 1.745
S1 2.280 -1.404 0.564
H1 0.086 -1.740 1.564
H2 1.381 -1.904 2.765
H3 1.080 -3.239 1.652
C2 0.430 1.340 -0.759
C3 -0.943 1.450 -1.323
C4 -2.013 0.821 -0.846
H4 1.104 2.194 -0.877
H5 0.947 0.473 -1.165
H6 0.406 1.219 0.323
H7 -1.025 1.848 -2.337
H8 -2.877 0.646 -1.472
H9 -1.937 0.454 0.167

Calculated values
Charge = -1
E_LUMO = 0.1426 Eh

(x)
Here is 2 unconnected molecules or ions with the total composition C4H9S from the OMol25 dataset. Energies are from ωB97M-V with the def2-TZVPD basis set.

Geometry (Å):
C1 2.013 -1.456 -0.820
S1 3.189 -0.361 0.109
H1 1.548 -2.133 -0.059
H2 2.414 -2.079 -1.659
H3 1.196 -0.873 -1.447
C2 -1.357 1.776 -0.188
C3 -1.584 0.398 0.569
C4 -0.581 -0.333 1.231
H4 -2.031 1.775 -1.072
H5 -0.358 1.819 -0.568
H6 -1.653 2.620 0.313
H7 -2.595 -0.099 0.502
H8 -0.607 -0.880 2.200
H9 0.407 -0.175 0.890

Calculated values
Charge = -1
E_LUMO = 0.1398 Eh

(y)
Here is 2 unconnected molecules or ions with the total composition C4H9S from the OMol25 dataset. Energies are from ωB97M-V with the def2-TZVPD basis set.

Geometry (Å):
C1 0.602 2.037 -0.468
C2 0.998 0.580 -0.435
C3 0.082 -0.386 -0.421
C4 0.356 -1.829 -0.137
H1 -0.485 2.113 -0.394
H2 1.013 2.575 0.390
H3 0.962 2.541 -1.374
H4 2.064 0.371 -0.376
H5 -0.970 -0.135 -0.489
H6 1.426 -2.046 -0.040
H7 -0.146 -2.086 0.802
H8 -0.057 -2.484 -0.914
S1 -2.358 -0.692 1.576
H9 -3.487 -0.559 2.279

Calculated values
Charge = -1
E_LUMO = 0.1498 Eh

(z)
Here is 2 unconnected molecules or ions with the total composition C4H9S from the OMol25 dataset. Energies are from ωB97M-V with the def2-TZVPD basis set.

Geometry (Å):
C1 -2.984 0.301 1.230
S1 -1.248 0.895 1.203
H1 -3.148 -0.692 1.683
H2 -3.254 0.031 0.196
H3 -3.545 1.028 1.813
C2 1.239 0.433 -1.589
C3 2.127 -0.171 -0.542
C4 1.707 -0.956 0.454
H4 1.715 0.310 -2.564
H5 0.876 1.461 -1.501
H6 0.309 -0.131 -1.532
H7 3.211 -0.084 -0.680
H8 2.327 -1.608 1.055
H9 0.667 -0.818 0.776

Calculated values
Charge = -1
E_LUMO = 0.1512 Eh

Sorted by energy, starting with the most stable: (y), (w), (z), (x).

(w)
Here is 2 unconnected molecules or ions with the total composition C4H12O from the OMol25 dataset. Energies are from ωB97M-V with the def2-TZVPD basis set.

Geometry (Å):
C1 -1.440 0.985 -1.280
C2 -0.465 2.141 -1.039
O1 0.792 1.671 -1.556
H1 -2.480 1.327 -1.112
H2 -1.362 0.112 -0.653
H3 -1.409 0.735 -2.363
H4 -0.776 2.965 -1.681
H5 -0.485 2.365 0.019
H6 1.317 1.414 -0.783
C3 0.074 -1.521 1.496
C4 1.553 -1.875 1.165
H7 -0.199 -0.684 0.843
H8 -0.565 -2.409 1.159
H9 -0.124 -1.240 2.547
H10 2.245 -1.328 1.750
H11 1.659 -1.712 0.110
H12 1.664 -2.947 1.376

Calculated values
Charge = 0
E_LUMO = 0.0327 Eh
Structure (SMILES) = CCO.CC

(x)
Here is 2 unconnected molecules or ions with the total composition C4H12O from the OMol25 dataset. Energies are from ωB97M-V with the def2-TZVPD basis set.

Geometry (Å):
C1 1.050 -0.811 -0.909
C2 0.700 -1.846 0.128
O1 1.719 -2.864 0.170
H1 1.104 -1.323 -1.868
H2 1.875 -0.171 -0.600
H3 0.253 -0.111 -1.163
H4 0.461 -1.550 1.146
H5 -0.134 -2.436 -0.212
H6 2.514 -2.551 0.610
C3 -1.654 1.820 -0.270
C4 -0.707 1.629 0.929
H7 -1.241 1.407 -1.191
H8 -2.563 1.243 -0.097
H9 -1.895 2.861 -0.460
H10 -1.258 1.161 1.746
H11 -0.346 2.572 1.341
H12 0.122 0.970 0.698

Calculated values
Charge = 0
E_LUMO = 0.0375 Eh
Structure (SMILES) = CCO.CC

(y)
Here is 2 unconnected molecules or ions with the total composition C4H12O from the OMol25 dataset. Energies are from ωB97M-V with the def2-TZVPD basis set.

Geometry (Å):
C1 1.993 -0.240 0.211
C2 0.924 -1.479 0.114
O1 0.382 -1.470 -1.098
H1 2.012 0.064 1.187
H2 1.729 0.471 -0.532
H3 2.966 -0.475 -0.118
H4 1.388 -2.381 0.337
H5 0.185 -1.214 0.864
H6 -0.121 -0.640 -1.327
C3 -1.034 1.748 -0.071
C4 -2.133 1.199 0.744
H7 -0.228 0.988 -0.149
H8 -1.460 1.911 -1.082
H9 -0.572 2.699 0.383
H10 -2.684 0.241 0.429
H11 -1.731 0.935 1.749
H12 -3.039 1.787 1.057

Calculated values
Charge = 0
E_LUMO = 0.0359 Eh
Structure (SMILES) = CCO.CC

(z)
Here is 2 unconnected molecules or ions with the total composition C4H12O from the OMol25 dataset. Energies are from ωB97M-V with the def2-TZVPD basis set.

Geometry (Å):
C1 -2.403 -0.691 0.941
C2 -1.445 -0.880 -0.241
O1 -0.218 -1.429 0.115
H1 -1.626 -0.732 1.830
H2 -3.068 -1.537 1.053
H3 -3.003 0.170 1.055
H4 -1.864 -1.668 -1.036
H5 -1.502 0.126 -0.744
H6 -0.155 -1.044 1.103
C3 1.705 1.667 -0.740
C4 2.172 0.375 -0.256
H7 2.131 2.062 -1.697
H8 0.659 1.712 -1.080
H9 1.942 2.403 0.071
H10 2.181 -0.446 -1.033
H11 3.096 0.159 0.349
H12 1.398 -0.247 0.310

Calculated values
Charge = 0
E_LUMO = 0.0355 Eh
Structure (SMILES) = CCO.CC

Sorted by energy, starting with the most stable: (x), (w), (y), (z).

(w)
Here is 2 unconnected molecules or ions with the total composition C4H12N2 from the OMol25 dataset. Energies are from ωB97M-V with the def2-TZVPD basis set.

Geometry (Å):
C1 -0.759 1.224 2.003
C2 0.415 1.822 1.655
N1 0.751 2.500 0.385
H1 -1.565 1.062 1.205
H2 -0.911 0.957 3.097
H3 1.027 2.161 2.437
H4 1.086 3.448 0.480
H5 1.174 2.096 -0.460
C3 -0.569 -1.310 -2.108
N2 0.457 -1.188 -1.113
C4 0.219 -2.062 -0.032
H6 -0.423 -0.454 -2.862
H7 -0.628 -2.176 -2.594
H8 -1.789 -1.169 -1.721
H9 0.911 -0.260 -1.279
H10 0.833 -3.013 -0.214
H11 -0.875 -2.092 0.110
H12 0.645 -1.546 1.012

Calculated values
Charge = 0
E_LUMO = 0.0369 Eh
Structure (SMILES) = C=CN.CNC

(x)
Here is a single C4H12N2 molecule from the OMol25 dataset. Energies are from ωB97M-V with the def2-TZVPD basis set.

Geometry (Å):
C1 -1.078 1.555 1.872
N1 -1.130 0.596 0.776
C2 0.161 -0.009 0.509
C3 0.127 -0.912 -0.722
C4 1.493 -1.528 -0.932
N2 -0.261 -0.187 -1.938
H1 -0.336 2.345 1.723
H2 -0.817 1.027 2.784
H3 -2.055 2.009 2.014
H4 -1.469 1.041 -0.068
H5 0.428 -0.582 1.401
H6 0.961 0.736 0.343
H7 -0.669 -1.661 -0.592
H8 2.166 -0.775 -1.339
H9 1.910 -1.885 0.012
H10 1.490 -2.372 -1.618
H11 0.321 0.608 -2.151
H12 -1.242 -0.005 -2.075

Calculated values
Charge = 0
E_LUMO = 0.0430 Eh
Structure (SMILES) = CNC[C@H](C)N

Sorted by energy, starting with the most stable: (x), (w).